# 1
A single C17H23N3O3 molecule, computed with ωB97M-V/def2-TZVPD.

Output
orbital gap = 9.41 eV
max |F| = 0.89 eV/A
LUMO level = 0.745 eV
relative energy (zero: lowest compared OMol25 entry of this formula, charge and spin) = 260.7 kJ/mol
structure (SMILES) = CCOC(CNC(=O)c1cc(C)nn1-c1ccccc1)OCC

Atoms and positions in Å:
O -0.170 -2.287 -0.349
O -0.924 0.434 -2.698
O 2.127 -2.710 -0.473
N 0.749 0.558 -1.172
N -1.010 2.549 0.150
N -1.389 3.816 0.338
C -1.261 3.404 -1.858
C -0.406 2.219 2.453
C -0.958 -2.825 -2.655
C -0.867 1.693 1.250
C -1.964 5.768 -1.033
C 1.362 -0.706 -1.490
C -0.406 0.986 -1.750
C -0.257 1.392 3.550
C -1.043 -0.473 2.263
C -0.914 2.254 -1.180
C 2.283 -3.532 0.678
C 3.119 -2.869 1.769
C -0.495 -3.314 -1.283
C -1.207 0.347 1.161
C -1.545 4.353 -0.857
C 1.123 -1.745 -0.373
C -0.563 0.044 3.455
H 2.442 -0.581 -1.603
H 1.185 -1.214 0.595
H -0.181 3.273 2.507
H -1.498 -1.886 -2.563
H 3.289 -3.578 2.574
H 2.611 -1.998 2.176
H -2.893 5.818 -1.598
H -1.297 -1.518 2.179
H -1.288 3.539 -2.919
H -1.619 -3.568 -3.095
H 1.299 -3.813 1.071
H -1.597 -0.063 0.242
H -0.438 -0.601 4.313
H 1.087 1.033 -0.349
H -1.203 6.321 -1.582
H 0.356 -3.996 -1.390
H 0.104 1.801 4.482
H 2.789 -4.429 0.313
H -2.110 6.227 -0.060
H -0.120 -2.678 -3.331
H 0.934 -1.046 -2.431
H 4.077 -2.556 1.362
H -1.313 -3.847 -0.789

So, what does the Löwdin scheme give us? The charges, in e, come out as:
1 O -0.102
2 O 0.083
3 O -0.099
4 N 0.091
5 N -0.052
6 N 0.141
7 C 0.052
8 C -0.016
9 C -0.065
10 C -0.195
11 C -0.036
12 C -0.066
13 C -0.443
14 C -0.080
15 C -0.079
16 C -0.118
17 C -0.244
18 C -0.063
19 C -0.226
20 C -0.020
21 C -0.335
22 C -0.378
23 C -0.088
24 H 0.136
25 H 0.145
26 H 0.107
27 H 0.063
28 H 0.076
29 H 0.065
30 H 0.079
31 H 0.108
32 H 0.116
33 H 0.075
34 H 0.122
35 H 0.118
36 H 0.101
37 H 0.144
38 H 0.078
39 H 0.117
40 H 0.103
41 H 0.123
42 H 0.075
43 H 0.072
44 H 0.113
45 H 0.078
46 H 0.121

# 2
4 unconnected molecules or ions with the total composition C17H23N3O8, computed with ωB97M-V/def2-TZVPD.

Output
orbital gap = 7.32 eV
max |F| = 7.36 eV/A
LUMO level = -1.050 eV
relative energy (zero: lowest compared OMol25 entry of this formula, charge and spin) = 0.0 kJ/mol

Atoms and positions in Å:
O 2.950 -2.510 -1.034
O -3.933 -3.021 1.053
O -1.344 5.270 1.088
O -1.105 7.221 -0.029
O -3.806 -5.019 2.007
O -1.083 0.906 0.627
O -1.217 2.507 -0.960
O 4.423 -3.663 0.227
N 2.318 -3.203 2.781
N -1.803 -3.677 1.943
N -1.354 -4.278 3.015
C 4.384 -3.988 -2.170
C -3.219 1.119 1.569
C -1.743 1.830 -0.120
C -3.276 -3.898 1.634
C 0.304 -2.618 1.252
C 0.149 6.464 -1.859
C 2.571 -2.495 -2.420
C 0.930 -3.294 2.450
C -0.457 5.260 -1.160
C 3.780 -3.014 -3.167
C 3.966 -3.390 -0.851
C -3.209 1.836 0.232
C -0.717 7.600 -1.357
C -0.041 -4.126 3.282
C -1.160 -2.866 1.039
C -1.004 5.870 0.105
C -2.023 0.202 1.454
H 0.163 6.381 -2.946
H -3.056 1.842 2.374
H 3.950 -4.986 -2.262
H 2.622 -4.182 2.920
H 4.482 -2.196 -3.351
H 1.695 -3.137 -2.548
H -0.175 8.545 -1.323
H -3.587 2.853 0.316
H 5.468 -4.032 -2.254
H 0.425 -4.640 4.171
H -1.573 -0.007 2.425
H 3.532 -3.465 -4.127
H 0.926 -1.976 0.580
H -1.620 7.731 -1.959
H 2.790 -2.931 1.899
H -2.272 -0.742 0.969
H -1.642 -2.411 0.145
H -3.760 1.282 -0.532
H 2.310 -1.480 -2.717
H 0.292 4.504 -0.938
H -4.149 0.590 1.778
H 1.179 6.605 -1.519
H -1.280 4.829 -1.731

So, what does the Löwdin scheme give us? The charges, in e, come out as:
1 O 0.005
2 O -0.009
3 O 0.115
4 O 0.026
5 O -0.050
6 O 0.025
7 O 0.103
8 O 0.112
9 N 0.102
10 N -0.032
11 N 0.142
12 C -0.073
13 C -0.143
14 C -0.463
15 C -0.635
16 C 0.074
17 C -0.162
18 C -0.153
19 C -0.191
20 C -0.100
21 C -0.156
22 C -0.477
23 C -0.068
24 C -0.167
25 C -0.007
26 C 0.025
27 C -0.475
28 C -0.167
29 H 0.117
30 H 0.124
31 H 0.138
32 H 0.112
33 H 0.124
34 H 0.131
35 H 0.124
36 H 0.129
37 H 0.131
38 H 0.129
39 H 0.132
40 H 0.122
41 H 0.109
42 H 0.126
43 H 0.075
44 H 0.080
45 H 0.142
46 H 0.136
47 H 0.131
48 H 0.121
49 H 0.125
50 H 0.119
51 H 0.125

# 3
A molecular structure, C17H23N3OS2Sn, computed with ωB97M-V/def2-TZVPD.

Output
charge = +2
orbital gap = 7.59 eV
max |F| = 1.85 eV/A
LUMO level = -6.783 eV
relative energy (zero: lowest compared OMol25 entry of this formula, charge and spin) = 151.6 kJ/mol

Atoms and positions in Å:
Sn 0.254 -0.473 1.878
S -0.863 1.819 1.218
S 3.443 -1.125 0.082
O 2.232 -0.947 1.048
N -2.499 3.761 2.006
N -2.283 3.456 -0.295
N -0.857 -2.528 1.167
C -3.719 5.151 0.565
C -2.332 -4.622 0.883
C 3.071 1.583 -0.354
C -3.198 -4.501 -0.381
C 3.168 1.312 -3.114
C 4.843 -0.597 1.101
C 2.757 3.779 -3.393
C -3.374 4.768 1.837
C 3.341 0.199 -2.312
C -1.952 3.109 0.938
C -3.136 4.432 -0.493
C -1.420 -5.857 0.798
C -3.203 -4.669 2.155
C 2.910 2.685 -1.162
C 2.946 2.565 -2.552
C 3.289 0.341 -0.935
C -1.509 -3.467 1.008
H -2.577 -4.489 -1.275
H -3.805 -3.599 -0.364
H 1.890 4.342 -3.055
H 5.733 -0.655 0.483
H -3.372 4.649 -1.527
H 4.710 0.420 1.456
H -2.040 -6.749 0.765
H 3.504 -0.776 -2.747
H 4.942 -1.288 1.931
H -3.780 5.231 2.724
H -2.584 -4.743 3.048
H -3.832 -3.785 2.235
H -2.233 3.459 2.938
H -3.843 -5.545 2.107
H -0.811 -5.827 -0.104
H 3.626 4.430 -3.302
H 2.620 3.527 -4.440
H -0.763 -5.923 1.663
H 2.760 3.659 -0.722
H 3.009 1.693 0.723
H 3.206 1.205 -4.185
H -3.858 -5.362 -0.432
H -4.412 5.952 0.384

So, what does the Löwdin scheme give us? The charges, in e, come out as:
1 Sn 1.252
2 S 0.440
3 S 1.063
4 O -0.822
5 N 0.097
6 N 0.088
7 N 0.079
8 C 0.014
9 C -0.588
10 C -0.089
11 C -0.015
12 C -0.008
13 C -0.196
14 C -0.030
15 C -0.008
16 C -0.064
17 C -0.754
18 C -0.052
19 C -0.016
20 C -0.017
21 C -0.017
22 C -0.246
23 C -0.408
24 C -0.118
25 H 0.096
26 H 0.095
27 H 0.089
28 H 0.077
29 H 0.135
30 H 0.062
31 H 0.103
32 H 0.116
33 H 0.067
34 H 0.150
35 H 0.097
36 H 0.096
37 H 0.162
38 H 0.103
39 H 0.097
40 H 0.100
41 H 0.086
42 H 0.097
43 H 0.127
44 H 0.110
45 H 0.125
46 H 0.103
47 H 0.124

# 4
A molecular structure, C17H23N5OPtSe, computed with ωB97M-V/def2-TZVPD.

Output
charge = +2
orbital gap (spin up / spin down) = 7.33 / 8.27 eV
max |F| = 0.69 eV/A
LUMO level (spin up / spin down) = -7.256 / -7.253 eV
relative energy (zero: lowest compared OMol25 entry of this formula, charge and spin) = 0.0 kJ/mol
spin multiplicity = 3
⟨S²⟩ = 2.0043

Atoms and positions in Å:
Pt -0.202 0.443 0.345
Se -4.363 0.614 0.522
O -0.333 1.115 -1.769
N -2.593 0.436 0.747
N -4.770 -0.447 1.874
N 1.924 0.093 0.189
N -0.123 2.501 1.084
N -1.171 -0.745 2.123
C -1.074 -1.629 3.077
C -0.237 -1.790 -1.577
C -0.397 0.412 -2.788
C 0.529 -3.756 -2.696
C 0.305 -1.690 -3.912
C -2.456 -0.401 1.757
C 0.803 2.823 2.212
C 2.822 1.277 0.012
C -3.631 -0.908 2.367
C -2.200 -2.207 3.759
C 2.207 3.152 1.736
C 0.638 -3.038 -3.877
C -0.115 -1.042 -2.752
C 0.081 -3.132 -1.533
C -0.724 1.086 -4.079
C 3.112 1.991 1.328
C -3.468 -1.857 3.432
H 0.809 1.964 2.885
H 2.355 1.940 -0.717
H 2.152 3.882 0.920
H 0.077 3.109 0.293
H 4.126 2.382 1.253
H 2.697 3.681 2.554
H -1.444 0.505 -4.653
H 3.752 0.918 -0.427
H -0.037 -3.700 -0.620
H -1.081 2.707 1.352
H 3.154 1.253 2.139
H 0.392 3.669 2.764
H 0.782 -4.808 -2.682
H -2.003 -2.918 4.548
H 0.980 -3.527 -4.779
H -0.631 -1.311 -0.668
H 2.013 -0.517 -0.622
H -0.072 -1.917 3.375
H -1.096 2.087 -3.884
H 0.186 1.165 -4.682
H -4.332 -2.268 3.938
H 2.263 -0.454 0.974
H 0.392 -1.146 -4.842

So, what does the Löwdin scheme give us? The charges, in e, come out as:
1 Pt 1.146
2 Se 1.260
3 O -0.081
4 N -0.309
5 N -0.180
6 N -0.083
7 N -0.069
8 N 0.005
9 C -0.068
10 C -0.077
11 C -0.335
12 C -0.029
13 C 0.003
14 C -0.494
15 C -0.212
16 C -0.206
17 C -0.364
18 C -0.008
19 C -0.185
20 C -0.027
21 C -0.164
22 C -0.045
23 C 0.022
24 C -0.177
25 C 0.054
26 H 0.114
27 H 0.115
28 H 0.126
29 H 0.103
30 H 0.125
31 H 0.128
32 H 0.110
33 H 0.127
34 H 0.117
35 H 0.092
36 H 0.122
37 H 0.127
38 H 0.124
39 H 0.125
40 H 0.125
41 H 0.040
42 H 0.092
43 H 0.129
44 H 0.100
45 H 0.113
46 H 0.140
47 H 0.104
48 H 0.124

- Which value of relative energy (zero: lowest compared OMol25 entry of this formula, charge and spin) does entry 3 give?
  151.6 kJ/mol

- relative energy (zero: lowest compared OMol25 entry of this formula, charge and spin) of number 1 (C17H23N3O3)?
  260.7 kJ/mol